{"formula": "C41H32Br2F5N10O3SSe2Tc", "method": "ωB97M-V with the def2-TZVPD basis set", "orbital_gap_ev": [6.49, 6.46], "charge": 1, "multiplicity": 2, "energy_ev": -361473.905, "symbols": ["Tc", "Br", "C", "C", "C", "N", "C", "C", "C", "C", "C", "Br", "C", "C", "N", "H", "H", "H", "H", "H", "H", "O", "C", "C", "C", "O", "C", "Se", "C", "Se", "H", "H", "H", "H", "H", "H", "H", "H", "H", "H", "C", "N", "C", "N", "C", "N", "C", "C", "C", "C", "C", "C", "C", "N", "N", "C", "O", "C", "C", "C", "C", "C", "C", "N", "C", "N", "C", "N", "C", "H", "H", "H", "H", "H", "H", "H", "H", "H", "H", "H", "H", "H", "H", "H", "H", "F", "C", "C", "F", "C", "F", "C", "S", "C", "F", "C", "F"], "positions_angstrom": [[0.4466, 1.2957, -0.9219], [3.2904, 5.8779, -5.0152], [2.5600, 4.5580, -3.8957], [3.3305, 3.9591, -2.9340], [2.7404, 3.0046, -2.1296], [1.4611, 2.6225, -2.2614], [0.7101, 3.2342, -3.1951], [1.2303, 4.2041, -4.0251], [-0.7092, 2.8227, -3.2413], [-1.5594, 3.1926, -4.2717], [-2.8498, 2.7106, -4.2904], [-4.0154, 3.1822, -5.6847], [-3.2685, 1.8579, -3.2918], [-2.3630, 1.5401, -2.3035], [-1.1129, 2.0147, -2.2504], [4.3688, 4.2269, -2.7896], [3.3069, 2.5065, -1.3554], [0.6119, 4.7018, -4.7601], [-1.2132, 3.8332, -5.0722], [-4.2696, 1.4501, -3.2791], [-2.6438, 0.8660, -1.5113], [3.3724, 3.0273, 1.0519], [3.6129, 3.6068, 2.3210], [2.6100, 4.7036, 2.6367], [3.0112, 5.2039, 4.0422], [2.1338, 6.2006, 4.5506], [2.6346, 5.8920, 1.6780], [1.7224, 5.5314, -0.0229], [1.1743, 4.2000, 2.7293], [0.2771, 3.9705, 0.9852], [3.9615, 2.2842, 0.9254], [4.6279, 4.0228, 2.3757], [3.5228, 2.8507, 3.1123], [4.0443, 5.5583, 4.0137], [2.9720, 4.3590, 4.7294], [2.5273, 7.0746, 4.4501], [3.6540, 6.2015, 1.4425], [2.1023, 6.7224, 2.1281], [0.5856, 4.9406, 3.2551], [1.1016, 3.2454, 3.2535], [-3.3337, 0.3223, 3.2812], [-2.1301, 0.5115, 2.4766], [-2.0135, 0.5822, 1.1471], [-0.7362, 0.6896, 0.8208], [-0.0967, 0.6770, 2.0398], [-0.9153, 0.5747, 3.0588], [-3.5552, -1.1124, 3.6943], [-4.1856, -1.3843, 4.9022], [-4.4148, -2.6970, 5.2942], [-4.0134, -3.7498, 4.4880], [-3.3862, -3.4788, 3.2752], [-3.1601, -2.1621, 2.8823], [-2.9486, -4.5719, 2.4164], [-2.9035, -5.8335, 2.6571], [-2.3844, -6.4378, 1.5303], [-2.1530, -5.5034, 0.6791], [-2.4930, -4.2870, 1.1727], [-1.5740, -5.5703, -0.6588], [-0.8370, -6.6817, -1.0561], [-0.2314, -6.6874, -2.3008], [-0.3520, -5.5926, -3.1484], [-1.1079, -4.4918, -2.7657], [-1.2570, -3.3049, -3.6782], [-0.4763, -2.1362, -3.2382], [-0.5819, -1.4289, -2.1140], [0.3086, -0.4569, -2.1368], [0.9406, -0.6108, -3.3390], [0.4845, -1.6194, -4.0346], [-1.7272, -4.4920, -1.5241], [-4.1728, 0.6956, 2.6979], [-3.2260, 0.9526, 4.1573], [-2.8643, 0.5633, 0.4847], [0.9811, 0.7452, 2.1270], [-4.4924, -0.5657, 5.5496], [-4.9029, -2.8983, 6.2421], [-4.1731, -4.7812, 4.7869], [-2.6438, -1.9740, 1.9459], [-0.7318, -7.5199, -0.3763], [0.3539, -7.5451, -2.6110], [0.1397, -5.5995, -4.1163], [-2.2974, -3.0000, -3.7546], [-0.8913, -3.5270, -4.6731], [-1.2394, -1.6610, -1.2909], [1.7560, 0.0204, -3.6640], [-2.3479, -3.6544, -1.2173], [2.8988, -5.4633, -0.4540], [2.7975, -4.1303, -0.3710], [3.8347, -3.3186, -0.7855], [4.9482, -3.8666, -1.2808], [3.7145, -1.9464, -0.6925], [4.7485, -1.2045, -1.1153], [2.5672, -1.3250, -0.1932], [2.5099, 0.4165, -0.0660], [1.5545, -2.1785, 0.2178], [0.4161, -1.6699, 0.7513], [1.6558, -3.5532, 0.1347], [0.6407, -4.3335, 0.5667]]}

=====

{"formula": "C41H32CoNO2P2S2", "method": "ωB97M-V with the def2-TZVPD basis set", "orbital_gap_ev": [7.23, 7.92], "charge": 1, "multiplicity": 2, "energy_ev": -126491.088, "symbols": ["Co", "O", "S", "C", "C", "C", "C", "C", "C", "P", "C", "C", "C", "C", "C", "C", "C", "C", "C", "C", "C", "C", "C", "C", "C", "C", "C", "C", "P", "C", "C", "C", "C", "C", "C", "C", "C", "C", "C", "C", "C", "H", "H", "H", "H", "H", "H", "H", "H", "H", "H", "H", "H", "H", "H", "H", "H", "H", "H", "H", "H", "H", "H", "H", "H", "H", "H", "H", "H", "O", "N", "C", "C", "C", "C", "C", "S", "H", "H", "H", "H"], "positions_angstrom": [[0.0195, 0.6300, -0.0897], [-0.6932, -0.9656, -0.9945], [-1.6610, -2.0472, -0.5915], [-0.8125, -3.0866, 0.5901], [-0.8584, -4.4463, 0.3093], [-0.1620, -5.3328, 1.1160], [0.5894, -4.8511, 2.1779], [0.6387, -3.4897, 2.4416], [-0.0583, -2.5835, 1.6495], [-0.0990, -0.8039, 2.0708], [-0.8075, -0.9392, 3.7571], [-2.1704, -1.2191, 3.8707], [-2.7504, -1.4160, 5.1129], [-1.9754, -1.3368, 6.2620], [-0.6190, -1.0726, 6.1580], [-0.0342, -0.8802, 4.9133], [1.6507, -0.3689, 2.3356], [1.9450, 0.7872, 3.0599], [3.2502, 1.2378, 3.1561], [4.2727, 0.5597, 2.5050], [3.9831, -0.5708, 1.7573], [2.6780, -1.0361, 1.6721], [-3.0234, -1.3966, 0.4082], [-3.9033, -2.4133, 0.7735], [-5.0674, -2.1178, 1.4575], [-5.3741, -0.7948, 1.7478], [-4.5091, 0.2125, 1.3598], [-3.3106, -0.0594, 0.6942], [-2.2279, 1.3374, 0.2035], [-3.2331, 2.1125, -1.0956], [-4.1946, 3.0879, -0.8406], [-4.9756, 3.5782, -1.8757], [-4.8086, 3.0931, -3.1658], [-3.8538, 2.1202, -3.4245], [-3.0635, 1.6342, -2.3938], [-2.2413, 2.5090, 1.5894], [-2.4238, 2.1350, 2.9157], [-2.2021, 3.0460, 3.9410], [-1.7973, 4.3388, 3.6499], [-1.6096, 4.7201, 2.3262], [-1.8194, 3.8104, 1.3045], [-1.4251, -4.8047, -0.5413], [-0.1973, -6.3932, 0.9073], [1.1418, -5.5378, 2.8052], [1.2215, -3.1240, 3.2785], [-2.7870, -1.2916, 2.9842], [-3.8088, -1.6324, 5.1826], [-2.4264, -1.4877, 7.2338], [-0.0061, -1.0205, 7.0483], [1.0274, -0.6864, 4.8538], [1.1485, 1.3478, 3.5362], [3.4697, 2.1265, 3.7337], [5.2918, 0.9154, 2.5775], [4.7734, -1.0971, 1.2386], [2.4673, -1.9184, 1.0806], [-3.6761, -3.4431, 0.5216], [-5.7391, -2.9148, 1.7459], [-6.2919, -0.5482, 2.2645], [-4.7599, 1.2430, 1.5791], [-4.3293, 3.4738, 0.1623], [-5.7176, 4.3396, -1.6742], [-5.4213, 3.4773, -3.9705], [-3.7162, 1.7466, -4.4305], [-2.3010, 0.8922, -2.5994], [-2.7383, 1.1313, 3.1647], [-2.3509, 2.7384, 4.9683], [-1.6330, 5.0503, 4.4483], [-1.2973, 5.7295, 2.0906], [-1.6545, 4.1133, 0.2757], [0.8776, 2.1079, 0.6276], [1.2561, 3.0544, -0.2466], [1.7254, 4.2028, 0.2878], [2.1641, 5.2148, -0.5159], [2.1198, 5.0369, -1.9036], [1.6407, 3.8616, -2.4214], [1.1894, 2.8319, -1.5800], [0.5673, 1.3291, -2.1284], [1.7114, 4.2219, 1.3669], [2.5357, 6.1254, -0.0713], [2.4606, 5.8217, -2.5646], [1.5923, 3.6910, -3.4871]]}

=====

The following ΔE to the lowest compared entry with this formula, charge and spin values (in eV) correspond, in order, to the records above: 0.000 0.360.